{
  "formula": "C2H6O3P2",
  "method": "ωB97M-V/def2-TZVPD",
  "symbols": ["C", "C", "O", "O", "O", "P", "P", "H", "H", "H", "H", "H", "H"],
  "positions_angstrom": [[-0.940, -0.005, 1.806], [-0.176, -0.086, 3.051], [-1.636, -2.462, 3.182], [-2.353, -0.680, 4.817], [-0.170, -1.932, 5.218], [-3.033, 0.687, 4.585], [-1.059, -1.509, 4.107], [-0.911, -0.678, 0.956], [-1.997, 0.103, 2.256], [-0.707, 0.984, 1.326], [0.904, -0.410, 2.815], [2.886, -2.479, -11.057], [-0.386, 0.890, 3.467]],
  "relative_energy_kcal_mol": 55.5,
  "charge": -2,
  "e_lumo_ev": [3.96, 3.96]
}

=====

{
  "formula": "C5H14N3",
  "method": "ωB97M-V/def2-TZVPD",
  "symbols": ["C", "C", "C", "C", "C", "N", "N", "N", "H", "H", "H", "H", "H", "H", "H", "H", "H", "H", "H", "H", "H", "H"],
  "positions_angstrom": [[2.147, 2.241, 1.880], [1.901, 0.469, -0.341], [-2.267, -0.185, -1.083], [-0.953, -1.501, 0.634], [-0.726, -1.837, -1.642], [1.039, 1.582, 1.614], [0.737, 0.847, 0.558], [-1.449, -1.258, -0.745], [2.052, 3.033, 2.590], [3.014, 2.254, 1.206], [2.910, -0.082, -0.064], [1.362, -0.193, -1.071], [2.379, 1.437, -0.770], [-1.986, 0.882, -0.920], [-2.487, -0.215, -2.160], [-3.224, -0.029, -0.539], [-0.112, -2.142, 0.850], [-0.818, -0.429, 1.067], [-1.755, -1.822, 1.302], [0.050, -2.633, -1.420], [-0.685, -1.390, -2.593], [0.163, 1.661, 2.209]],
  "relative_energy_kcal_mol": 147.7,
  "charge": 1,
  "e_lumo_ev": [-4.81, -4.81]
}

=====

{
  "formula": "C3H10N7",
  "method": "ωB97M-V/def2-TZVPD",
  "symbols": ["C", "C", "C", "N", "N", "N", "N", "N", "N", "N", "H", "H", "H", "H", "H", "H", "H", "H", "H", "H"],
  "positions_angstrom": [[0.558, -0.021, -0.139], [-0.098, -1.312, -0.153], [-0.104, 1.170, -0.640], [1.810, 0.183, 0.244], [0.362, -2.276, 0.646], [-0.104, 0.762, 2.480], [1.015, 0.688, 2.738], [-1.123, -1.598, -0.984], [-1.397, 1.239, -1.014], [0.680, 2.230, -0.753], [1.050, -2.069, 1.356], [-0.013, -3.210, 0.616], [-0.473, 0.616, 1.487], [-1.207, -1.080, -1.845], [-1.450, -2.552, -1.035], [-2.065, 0.542, -0.731], [-1.778, 2.139, -1.262], [0.363, 3.136, -1.056], [1.644, 2.050, -0.476], [2.330, -0.638, 0.521]],
  "relative_energy_kcal_mol": 36.6,
  "charge": 1,
  "e_lumo_ev": [-3.59, -3.95]
}

=====

{
  "formula": "H38O19",
  "method": "ωB97M-V/def2-TZVPD",
  "symbols": ["O", "H", "H", "O", "H", "H", "O", "H", "H", "O", "H", "H", "O", "H", "H", "O", "H", "H", "O", "H", "H", "O", "H", "H", "O", "H", "H", "O", "H", "H", "O", "H", "H", "O", "H", "H", "O", "H", "H", "O", "H", "H", "O", "H", "H", "O", "H", "H", "O", "H", "H", "O", "H", "H", "O", "H", "H"],
  "positions_angstrom": [[2.647, 2.040, 0.959], [3.091, 2.183, 0.109], [2.989, 2.746, 1.537], [3.785, 1.533, -1.920], [3.065, 1.942, -2.468], [3.818, 0.737, -2.456], [-2.271, 2.602, -1.999], [-2.363, 2.174, -1.138], [-1.813, 3.361, -1.586], [2.123, -2.758, -2.368], [3.009, -3.099, -2.439], [2.202, -2.256, -1.548], [0.940, 2.241, 2.942], [1.581, 2.223, 2.224], [1.315, 2.624, 3.719], [-0.863, -1.655, 2.101], [-0.469, -2.446, 1.694], [-1.010, -1.046, 1.359], [-2.328, -3.097, -2.172], [-2.569, -4.020, -2.043], [-1.346, -3.069, -2.087], [3.805, -0.917, -0.362], [3.154, -0.617, -0.999], [3.268, -1.116, 0.403], [-0.390, 0.537, 0.737], [0.225, 1.165, 0.345], [-0.037, 0.340, 1.632], [1.812, -3.114, 0.359], [2.450, -3.817, 0.269], [1.062, -3.729, 0.342], [0.217, -0.298, -4.123], [-0.049, -1.259, -4.169], [0.656, -0.229, -3.266], [-3.091, 2.785, 1.220], [-3.814, 2.165, 1.540], [-2.310, 2.533, 1.566], [-0.847, -0.768, -1.730], [-1.635, -0.730, -2.323], [-0.954, -0.018, -1.150], [-1.763, 1.356, 3.349], [-1.764, 1.565, 2.390], [-1.073, 0.706, 3.480], [-4.405, 0.923, 2.359], [-4.022, 0.591, 3.163], [-4.332, 0.471, 1.539], [-0.921, -3.813, 0.272], [-1.298, -3.218, -0.406], [-0.315, -4.373, -0.295], [0.855, 3.019, -2.917], [0.685, 2.101, -3.193], [0.052, 3.523, -3.043], [-3.232, -0.307, 0.442], [-2.576, -0.837, 0.938], [-3.509, -0.923, -0.234], [3.568, 0.233, 3.111], [3.829, -0.691, 2.942], [3.342, 0.467, 2.233]],
  "relative_energy_kcal_mol": 113.8,
  "e_lumo_ev": -0.56
}

=====

{
  "formula": "C9H44F6MnN15O19S2",
  "method": "ωB97M-V/def2-TZVPD",
  "symbols": ["Mn", "C", "F", "F", "F", "S", "O", "O", "N", "S", "O", "O", "C", "F", "F", "F", "O", "H", "H", "O", "H", "H", "O", "H", "H", "O", "H", "H", "O", "H", "H", "O", "H", "H", "O", "H", "H", "O", "H", "H", "C", "O", "N", "N", "H", "H", "H", "H", "C", "O", "N", "N", "H", "H", "H", "H", "C", "O", "N", "N", "H", "H", "H", "H", "C", "O", "N", "N", "H", "H", "H", "H", "C", "O", "N", "N", "H", "H", "H", "H", "C", "O", "N", "N", "H", "H", "H", "H", "C", "O", "N", "N", "H", "H", "H", "H"],
  "positions_angstrom": [[-0.638, -2.709, 2.754], [-1.164, -0.564, -0.636], [-1.805, -1.364, -1.508], [-0.840, 0.587, -1.214], [-1.931, -0.406, 0.426], [0.485, -1.432, -0.088], [0.310, -2.822, -0.390], [1.561, -0.735, -0.765], [0.253, -1.217, 1.652], [0.977, 0.101, 1.990], [0.875, 1.196, 1.052], [0.562, 0.454, 3.333], [2.901, -0.387, 2.011], [2.980, -1.705, 2.035], [3.524, 0.063, 0.920], [3.409, 0.089, 3.146], [0.409, -2.156, 4.487], [1.037, -2.523, 5.117], [0.169, -1.294, 4.852], [-1.891, -4.614, -1.366], [-1.702, -5.544, -1.516], [-1.087, -4.156, -1.638], [6.311, -0.032, 3.014], [6.244, -0.308, 3.932], [6.390, 0.925, 3.054], [0.929, -4.312, 2.477], [1.435, -4.549, 1.686], [0.812, -5.142, 2.948], [3.531, -0.153, 6.136], [4.112, 0.509, 6.520], [3.525, 0.044, 5.194], [2.635, -4.653, 0.055], [3.403, -5.172, 0.315], [2.999, -3.912, -0.437], [-2.832, 2.966, -2.140], [-2.205, 2.893, -1.412], [-2.910, 3.911, -2.296], [-1.789, -3.872, 1.395], [-2.356, -4.554, 1.768], [-1.730, -4.093, 0.447], [2.463, 1.294, -3.769], [1.313, 0.978, -4.071], [3.177, 0.568, -2.886], [3.034, 2.464, -4.105], [4.043, 1.066, -2.762], [2.811, -0.195, -2.341], [2.461, 2.935, -4.789], [3.716, 2.831, -3.465], [-2.854, -0.305, 3.407], [-2.105, -1.310, 3.451], [-4.148, -0.362, 3.710], [-2.389, 0.927, 3.324], [-4.529, -1.295, 3.684], [-4.681, 0.481, 3.587], [-2.933, 1.771, 3.365], [-1.382, 0.966, 3.231], [-0.289, -2.670, -4.152], [-0.536, -3.871, -4.271], [-0.861, -1.637, -4.762], [0.872, -2.220, -3.589], [-0.638, -0.673, -4.582], [-1.384, -1.881, -5.590], [1.416, -2.802, -2.972], [1.047, -1.235, -3.457], [-5.515, -1.050, 0.364], [-6.145, -1.158, 1.399], [-5.486, 0.040, -0.403], [-4.767, -2.047, -0.207], [-4.990, 0.159, -1.270], [-6.034, 0.843, -0.139], [-4.898, -2.981, 0.139], [-4.326, -1.799, -1.075], [-2.582, 2.100, -5.539], [-2.193, 2.303, -6.686], [-1.778, 1.743, -4.505], [-3.779, 2.404, -5.067], [-0.799, 1.609, -4.708], [-2.067, 1.779, -3.540], [-3.920, 2.366, -4.072], [-4.570, 2.518, -5.679], [2.845, 3.421, 3.458], [2.127, 3.645, 2.496], [4.060, 2.911, 3.476], [2.336, 3.496, 4.709], [4.508, 2.519, 4.283], [4.368, 2.675, 2.543], [1.623, 4.188, 4.879], [2.831, 3.264, 5.554], [0.237, 4.034, -1.380], [-0.529, 4.655, -0.645], [0.810, 2.880, -1.134], [0.581, 4.412, -2.614], [1.385, 2.395, -1.798], [0.815, 2.462, -0.211], [0.124, 5.213, -3.018], [1.207, 3.816, -3.119]],
  "multiplicity": 6,
  "charge": 1,
  "e_lumo_ev": [-3.07, -3.27]
}

=====

{
  "formula": "C3H8O2S2",
  "method": "ωB97M-V/def2-TZVPD",
  "symbols": ["O", "C", "C", "C", "S", "S", "H", "H", "H", "H", "H", "H", "O", "H", "H"],
  "positions_angstrom": [[1.091, 0.802, -1.426], [0.078, 1.443, -1.159], [-0.964, 1.336, -0.067], [-0.692, 1.087, 1.430], [-1.939, -0.067, 2.114], [-3.731, -0.128, 1.081], [-0.251, 2.202, -1.864], [-1.634, 0.461, -0.286], [-1.562, 2.274, -0.348], [-0.557, 1.869, 2.249], [0.242, 0.385, 1.457], [-3.626, -1.432, 0.884], [4.754, -3.487, -1.691], [4.357, -2.664, -1.362], [4.433, -4.081, -1.013]],
  "relative_energy_kcal_mol": 53.6,
  "smiles": "O=CCCSS.O",
  "e_lumo_ev": 0.27
}